Computed, not measured: the molecule C2H6OP2 in a non-equilibrium geometry, with the ωB97M-V functional and the def2-TZVPD basis.

ORCA input file:
```
! RIJCOSX wB97M-V def2-TZVPD def2/J DEFGRID3
* xyz 0 1
C 0.7314 -0.4081 -2.6141
C -1.1917 0.6517 1.8800
O 0.1001 0.1309 1.6037
P 0.7522 0.6056 -1.2911
P 0.5918 -0.9145 0.2986
H 0.6413 -0.0274 -3.6530
H 0.6869 -1.3920 -2.6008
H -1.6122 -0.1220 2.5984
H -1.6344 0.6144 0.9351
H -1.0554 1.5644 2.2482
H 1.9899 -0.7030 0.5951
*
```

Molecular weight, g mol⁻¹: 108.02
Structure (SMILES): C=P#[PH]OC
ΔE to the lowest compared entry with this formula, charge and spin, kJ/mol: 98.2
E_tot, Ha: -837.6563
HOMO-LUMO gap, eV: 8.66

---

Computed, not measured: a cluster of 2 separate species, C7H17FNO4S in total in a non-equilibrium geometry, with the ωB97M-V functional and the def2-TZVPD basis.

ORCA input file:
```
! RIJCOSX wB97M-V def2-TZVPD def2/J DEFGRID3
* xyz -1 1
C 0.4416 -0.9445 -2.3219
O 1.1431 -1.3157 -1.1343
C 0.3053 -1.3557 -0.0041
C 1.0601 -0.9598 1.2691
C 0.0719 -0.3776 2.2912
C -0.1967 1.1404 2.1690
C 0.5098 1.8329 1.0029
N 0.0876 3.2615 1.0538
S 0.7613 4.1457 -0.1399
O 0.5457 3.5695 -1.3957
O 2.0695 4.5446 0.2063
F -0.1086 5.4257 -0.0666
H -0.0188 -1.7900 -2.8251
H -0.3083 -0.1813 -2.1195
H 1.1704 -0.4696 -2.9848
H -0.6242 -0.8003 -0.1436
H -0.0118 -2.3963 0.1313
H 1.4373 -1.8836 1.7040
H 1.9324 -0.3414 1.0784
H 0.4264 -0.6309 3.2867
H -0.8792 -0.8846 2.1497
H -1.2530 1.3756 2.0866
H 0.1837 1.6138 3.0762
H 1.5794 1.7916 1.2006
H 0.3182 1.3876 0.0345
H 0.3703 3.6647 1.9421
C -2.1984 -3.8537 -2.3188
O -1.9975 -2.5776 -2.6795
H -2.9462 -4.4362 -2.9277
H -1.2961 -4.5313 -2.3524
H -2.5752 -4.0237 -1.2687
*
```

Molecular weight, g mol⁻¹: 230.28
ΔE to the lowest compared entry with this formula, charge and spin, kJ/mol: 38.7
E_tot, Ha: -1130.6192
HOMO-LUMO gap, eV: 4.61

---

Computed, not measured: the molecule C22H27NO4S, with the ωB97M-V functional and the def2-TZVPD basis.

ORCA input file:
```
! RIJCOSX wB97M-V def2-TZVPD def2/J DEFGRID3
* xyz 0 1
C 0.9111 0.0160 -3.9817
C 0.8227 -0.6691 -2.6215
H 1.5832 -1.4501 -2.5432
H -0.1659 -1.1256 -2.4852
O 1.1065 0.2054 -1.5413
C 0.0655 1.0358 -1.1261
C 0.6597 1.9870 -0.0800
C -0.2472 3.1846 0.2268
C -1.5759 2.8662 0.9107
C -2.3983 4.1411 1.1141
O -2.7562 4.7602 -0.0985
H -3.2621 4.1314 -0.6257
H -1.8139 4.8873 1.6572
H -3.2967 3.9072 1.7038
H -2.1551 2.1713 0.2989
H -1.4079 2.3997 1.8820
H -0.4588 3.7101 -0.7080
H 0.3128 3.8738 0.8639
H 1.5714 2.3807 -0.5409
C 1.0617 1.1900 1.1833
C 0.0921 0.0876 1.4474
C -0.8616 -0.2778 0.5916
O -1.0359 0.2870 -0.6548
C -1.8374 -1.3553 0.9396
O -1.8002 -1.9217 2.0160
N -2.7204 -1.6087 -0.0510
C -3.7912 -2.5592 -0.0322
C -3.6684 -3.8653 0.6939
C -4.5970 -2.8051 1.2092
H -5.6625 -2.9412 1.1045
H -4.2949 -2.2886 2.1053
H -4.0827 -4.7452 0.2261
H -2.7661 -4.0362 1.2571
H -4.3155 -2.5587 -0.9802
H -2.6297 -1.0408 -0.8794
H 0.1511 -0.4314 2.3912
C 2.4989 0.7275 1.0892
C 3.5050 1.6108 1.2963
S 5.0898 0.9650 1.0694
C 4.4078 -0.5863 0.6787
C 5.1282 -1.7241 0.3488
C 4.4341 -2.8815 0.0703
C 3.0417 -2.8969 0.1318
C 2.3281 -1.7669 0.4625
C 2.9991 -0.5723 0.7363
H 1.2536 -1.8049 0.5156
H 2.5134 -3.8152 -0.0794
H 4.9709 -3.7810 -0.1912
H 6.2064 -1.6927 0.3149
H 3.4133 2.6447 1.5713
H 1.0183 1.8807 2.0358
H -0.3524 1.6088 -1.9716
H 1.8807 0.4951 -4.0892
H 0.7913 -0.7234 -4.7685
H 0.1355 0.7703 -4.0938
*
```

Molecular weight, g mol⁻¹: 401.53
Structure (SMILES): CCO[C@H]1OC(C(=O)NC2CC2)=C[C@@H](c2csc3ccccc23)[C@@H]1CCCO
ΔE to the lowest compared entry with this formula, charge and spin, kJ/mol: 92.6
E_tot, Ha: -1608.3996
HOMO-LUMO gap, eV: 8.48

---

Computed, not measured: a cluster of 9 separate species, C10H12Cl24N5O2S in total in a non-equilibrium geometry, with the ωB97M-V functional and the def2-TZVPD basis.

ORCA input file:
```
! RIJCOSX wB97M-V def2-TZVPD def2/J DEFGRID3
* xyz 1 1
N 1.4321 -5.4047 1.0901
C 0.5873 -4.3619 1.0945
N -0.7285 -4.4073 1.2429
C -1.1166 -3.1907 1.2225
S -2.7460 -2.5916 1.3929
N -0.1291 -2.3590 1.0449
N 0.9559 -3.1259 0.9597
O 2.2546 -2.7508 0.7558
N 2.3156 -1.2002 0.5364
O 2.4558 -0.6857 1.5143
H 1.8714 -5.7614 0.2694
H 1.6709 -5.7918 1.9784
H -2.7522 -2.4762 2.7273
H -0.1697 -1.3529 0.9965
C 1.4359 4.2393 4.7172
Cl 1.9798 3.6137 6.2779
Cl -0.2611 3.8354 4.4370
Cl 1.6822 5.9775 4.6179
H 2.0245 3.7776 3.9491
C -3.8365 -3.4592 -2.3514
Cl -4.4502 -3.3096 -3.9884
Cl -3.9843 -5.1120 -1.7663
Cl -2.1426 -2.9273 -2.2735
H -4.4200 -2.8166 -1.7079
C 2.1611 -6.1704 5.0935
Cl 2.0645 -6.8332 6.7118
Cl 2.4125 -7.4489 3.8988
Cl 0.7014 -5.2455 4.6969
H 3.0053 -5.4978 5.0500
C -2.6849 4.0633 1.2828
Cl -3.3611 3.9735 2.9097
Cl -1.3132 5.1763 1.2500
Cl -2.2486 2.4490 0.6896
H -3.4478 4.4542 0.6285
C 2.2942 2.9000 -0.7039
Cl 1.4769 2.7405 -2.2458
Cl 2.3419 1.3124 0.0872
Cl 3.9097 3.5598 -0.8987
H 1.7234 3.5665 -0.0742
C -3.3333 5.0985 -2.7691
Cl -4.3006 4.2621 -1.5360
Cl -3.4456 6.8409 -2.5649
Cl -1.6688 4.5308 -2.7560
H -3.7369 4.8438 -3.7384
C 0.3512 5.8118 -6.2071
Cl 0.9830 4.9797 -4.7820
Cl -1.4097 5.7005 -6.2770
Cl 0.8689 7.4930 -6.2243
H 0.7516 5.3256 -7.0842
C 2.4509 -3.1662 -2.5757
Cl 2.8309 -2.8776 -4.2604
Cl 0.7027 -3.0415 -2.2973
Cl 3.0454 -4.7492 -2.0587
H 2.9457 -2.4107 -1.9823
*
```

Molecular weight, g mol⁻¹: 1117.18
ΔE to the lowest compared entry with this formula, charge and spin, kJ/mol: 0.0
E_tot, Ha: -12254.7966
HOMO-LUMO gap, eV: 7.17

---

Computed, not measured: a cluster of 10 separate species, C4H27NO11 in total in a non-equilibrium geometry, with the ωB97M-V functional and the def2-TZVPD basis.

ORCA input file:
```
! RIJCOSX wB97M-V def2-TZVPD def2/J DEFGRID3
* xyz 0 1
C -1.5267 -1.1978 -0.7306
C -0.1971 -0.5916 -0.2465
N -0.5420 0.7145 0.3734
C 0.5830 1.2654 1.2035
C 0.5368 2.7784 1.1674
O 1.7885 3.2644 1.0727
O -0.3852 3.5254 1.1983
H -1.3562 -2.1543 -1.2567
H -2.1048 -0.5393 -1.3980
H -2.2348 -1.4475 0.1402
H 0.5404 -0.4507 -1.1006
H 0.2341 -1.3082 0.6094
H -0.7744 1.3565 -0.3600
H 0.4090 0.9244 2.2765
H 1.5554 0.9035 0.8912
H 1.8415 4.2742 1.1291
H 1.6806 -2.7622 -0.3239
H 1.2974 -3.8594 -1.3605
O 1.1194 -3.5100 -0.4800
H -1.1150 -0.7357 2.1958
H -0.9378 -2.2034 2.1655
O -0.7116 -1.4463 2.7241
H 2.3415 2.1428 -0.8387
H 1.2334 1.7164 -1.7403
O 2.0401 1.3759 -1.3694
H -2.6643 1.9393 0.2287
H -2.0035 3.3027 0.3071
O -2.6020 2.8221 -0.1676
H -2.4811 0.5285 -4.0247
H -1.3596 -0.2527 -3.2272
O -1.5374 0.6112 -3.7305
H 0.9816 -1.2031 2.5946
H 2.4218 -1.5578 3.0373
O 1.9203 -1.0105 2.4058
H -0.3683 -3.4545 0.3830
H -1.1982 -4.3467 1.3612
O -1.1099 -3.4739 1.0145
H -1.4784 2.7988 -1.5060
H -0.9878 1.9640 -2.7289
O -0.6622 2.4963 -2.0078
H 2.5837 -0.5473 -0.5626
H 2.4994 -1.2422 0.7966
O 2.7305 -1.4095 -0.1154
*
```

Molecular weight, g mol⁻¹: 265.26
Structure (SMILES): CCNCC(=O)O.O.O.O.O.O.O.O.O.O
ΔE to the lowest compared entry with this formula, charge and spin, kJ/mol: 226.3
E_tot, Ha: -1051.0256
HOMO-LUMO gap, eV: 9.59